No. 1
C30H46F3Sn as an isolated structure. Source: the Open Molecules 2025 dataset; level of theory: ωB97M-V with the def2-TZVPD basis set.

Its frontier orbital gap is 4.71 eV. The total charge is -1. For the total energy, the calculation gives -45839.50917 eV.

```
80
Properties=species:S:1:pos:R:3:forces:R:3
C 2.757057 2.132847 -2.868593 -0.035 0.090 -0.229
C 1.244591 1.996987 -2.733347 -0.398 -0.154 0.311
C 0.799581 1.062397 -1.587389 0.393 -0.197 -0.088
C -0.706596 1.209213 -1.286708 -0.760 0.343 0.034
Sn -1.347894 1.856649 0.712317 1.171 -1.151 0.161
C -0.584962 0.004672 1.635437 -0.373 1.063 -0.076
C -1.355911 -1.110679 0.942149 0.132 -0.572 -0.123
C -2.179242 -1.973386 1.895632 0.208 0.191 -0.306
C -3.001656 -3.020331 1.150851 -0.037 -0.063 0.313
C -0.286885 3.536844 1.563056 -0.430 -0.141 -0.490
C -0.353127 3.546941 3.097451 0.093 0.207 0.203
C 0.992956 3.323919 3.807921 -0.171 -0.072 -0.027
C 1.656465 1.971027 3.553242 0.187 -0.054 0.060
C -3.497957 2.133780 0.986688 0.303 -0.157 -0.058
C -4.309067 2.434284 -0.290617 -0.102 0.020 -0.163
C -4.901248 3.851930 -0.341414 0.105 -0.279 0.007
C -5.787176 4.098917 -1.562633 0.103 0.126 0.124
H -3.689460 2.280498 -1.188483 -0.231 0.034 0.109
H 2.985302 3.061759 -3.395275 0.152 -0.025 -0.061
H 3.241565 2.184021 -1.889249 -0.041 -0.057 -0.058
H 3.197586 1.312465 -3.440234 -0.022 -0.037 0.186
H 0.815223 2.995600 -2.544673 0.062 -0.187 -0.029
H 0.797518 1.640403 -3.677461 0.153 0.145 0.249
H 1.089759 -0.008309 -1.823177 -0.434 1.152 0.240
H 1.407875 1.312420 -0.702229 -0.094 0.014 -0.089
H -1.206896 1.960805 -1.924921 0.342 -0.562 -0.323
H -1.218467 0.238628 -1.395157 0.049 0.512 -0.201
H 0.483314 -0.032737 1.374376 -0.262 0.045 0.239
H -0.697096 0.017724 2.726430 0.074 -0.253 -0.224
H -2.012341 -0.758938 0.129827 -0.123 0.016 0.303
H -0.620766 -1.737034 0.420946 -0.438 0.131 0.148
H -1.494539 -2.457608 2.606874 -0.195 0.105 -0.075
H -2.840856 -1.315730 2.478807 0.047 -0.138 -0.011
H -3.617121 -3.560331 1.874460 -0.090 -0.144 -0.178
H -3.664012 -2.558774 0.408795 0.107 -0.049 0.099
H -2.361185 -3.745651 0.635547 -0.084 0.150 0.059
H 0.731598 3.498598 1.160705 -0.115 0.215 0.157
H -0.823504 4.391673 1.133369 0.426 0.122 0.140
H -0.737680 4.526326 3.423617 0.033 -0.250 0.008
H -1.071446 2.798018 3.471277 0.158 0.131 -0.002
H 1.690459 4.121092 3.513574 -0.144 -0.062 0.056
H 0.821206 3.426692 4.888833 0.071 0.057 -0.156
H 2.563981 1.894745 4.165927 -0.124 -0.046 -0.147
H 1.014904 1.123671 3.827321 0.074 0.233 -0.120
H 1.965720 1.846413 2.507271 -0.165 -0.008 0.176
H -3.856407 1.205961 1.451114 0.077 0.267 0.034
H -3.581902 2.943556 1.723813 -0.156 -0.179 -0.090
H -5.138100 1.710632 -0.369623 0.196 0.208 -0.027
H -5.492869 4.020510 0.568886 0.136 -0.011 -0.086
H -4.083954 4.586777 -0.336212 -0.108 -0.090 0.087
H -6.227607 5.095898 -1.488809 -0.066 -0.040 -0.126
H -5.214198 4.057407 -2.494186 -0.051 -0.074 0.094
H -6.602312 3.370617 -1.623817 0.107 0.050 0.009
F 3.708247 -3.096715 4.170110 -0.718 0.135 0.032
C 2.428528 -2.876314 3.743942 -0.089 0.170 -0.471
F 1.612199 -3.699220 4.459254 0.463 0.454 -0.160
F 2.114275 -1.584306 4.127031 0.260 -0.824 0.272
C 2.266955 -3.003773 2.260495 0.182 -0.430 1.051
C 1.062320 -3.451823 1.719565 0.168 0.210 -0.491
C 0.875127 -3.306664 0.352888 0.014 0.176 0.122
C 1.814677 -2.588598 -0.455817 -0.473 0.272 -0.502
C 1.476500 -2.245174 -1.814172 -0.363 -0.058 0.328
C 2.184741 -2.779385 -2.930045 -0.076 0.147 0.388
C 1.407823 -3.288135 -4.007252 0.364 -0.101 -0.525
C 2.001060 -3.895858 -5.103811 0.436 0.432 0.290
C 3.404882 -3.932669 -5.211101 -0.095 -0.010 -0.137
C 4.184912 -3.434918 -4.154205 -0.286 -0.340 -0.122
C 3.599707 -2.937395 -2.994887 -0.087 -0.184 -0.527
C 3.050065 -2.238605 0.129633 0.367 -0.271 0.035
C 3.293507 -2.508588 1.458640 -0.150 0.064 -0.094
H 0.301550 -3.907692 2.353238 0.202 0.106 -0.135
H -0.041625 -3.685573 -0.122288 0.546 0.167 0.181
H 0.428462 -1.952920 -2.004804 0.204 -0.901 0.144
H 0.320558 -3.240872 -3.921782 0.284 -0.058 -0.011
H 1.373388 -4.343295 -5.871346 0.119 0.104 -0.010
H 3.870965 -4.348388 -6.109162 -0.086 0.116 0.345
H 5.273657 -3.463457 -4.242505 -0.247 -0.068 0.093
H 4.229735 -2.672066 -2.146120 -0.210 0.088 -0.378
H 3.798396 -1.696453 -0.456362 -0.324 -0.290 0.207
H 4.267206 -2.324976 1.898533 -0.118 0.318 0.032
```
Forces are in eV/Å.

---

No. 2
A 2-piece molecular cluster, C2H6O overall. Source: the Open Molecules 2025 dataset; level of theory: ωB97M-V with the def2-TZVPD basis set.

Its frontier orbital gap is 11.06 eV. As for the SMILES: C=C.O. For the total energy, the calculation gives -4217.62905 eV.

```
9
Properties=species:S:1:pos:R:3:forces:R:3
C 0.000000 0.000000 0.000000 -0.048 -0.624 0.276
C -0.046400 0.052810 1.332849 -0.402 0.790 -0.431
H -0.473250 0.797780 -0.583770 0.314 -0.382 0.439
H 0.417790 -0.852640 -0.547420 0.015 0.388 0.211
H -0.572290 0.935390 1.714569 0.329 -0.390 0.328
H 0.360650 -0.653960 2.064969 -0.136 0.153 -0.616
O -1.543440 2.116859 -2.159699 0.586 -0.335 -1.067
H -1.013310 1.298169 -2.289919 -0.611 0.912 -0.053
H -1.490449 2.586569 -3.022729 -0.046 -0.513 0.914
```
Forces are in eV/Å.

---

No. 3
A 7-piece molecular cluster, C40H71ClN8O5S overall. Source: the Open Molecules 2025 dataset; level of theory: ωB97M-V with the def2-TZVPD basis set.

Its frontier orbital gap is 9.62 eV. As for the SMILES: CCN(CC[C@H]1CS(=O)(=O)O[C@@H](CCN(CC)C(C)=O)[C@H]1Cl)C(C)=O.CCCC#N.CCCC#N.CCCC#N.CCCC#N.CCCC#N.CCCC#N. For the total energy, the calculation gives -88146.78656 eV.

```
126
Properties=species:S:1:pos:R:3:forces:R:3
C 1.749491 -2.249024 -0.968278 -0.027 0.688 -0.076
C 1.199877 -1.936358 -2.366483 0.409 -0.239 0.069
N 0.417480 -0.688624 -2.371668 0.039 -0.207 -0.163
C -0.786486 -0.713482 -3.209791 -0.075 -0.040 0.117
C -1.828862 0.260590 -2.659572 -0.084 -0.296 -0.197
C -2.429728 -0.286206 -1.363561 -0.405 0.222 0.016
C -3.070641 0.838864 -0.523805 0.459 0.216 0.251
S -4.093809 0.351229 0.874635 0.225 0.179 0.375
O -3.186796 0.069799 1.959943 -0.405 0.074 -0.397
O -5.158032 1.294555 1.041752 0.285 -0.338 -0.014
O -4.776648 -1.026151 0.435846 0.204 0.125 0.057
C -3.817211 -1.927993 -0.164048 -0.200 -0.032 -0.145
C -4.305466 -3.366332 -0.163063 0.093 -0.018 -0.303
C -3.070921 -4.277286 -0.160322 -0.060 0.144 0.202
N -3.413837 -5.690923 -0.248999 0.182 0.019 -0.354
C -2.215252 -6.525502 0.028341 -0.120 -0.021 0.268
C -2.296814 -7.933306 -0.546759 0.280 -0.038 0.152
C -4.011574 -6.033518 -1.512091 -0.398 -0.057 0.018
C -3.391084 -5.467101 -2.775283 -0.004 -0.073 -0.235
O -4.975083 -6.755795 -1.560865 0.421 0.147 0.015
C -3.481772 -1.380388 -1.566037 0.366 -0.095 0.206
Cl -4.939951 -0.725246 -2.372536 -0.052 -0.157 -0.168
C 1.244437 0.449359 -2.669131 -0.158 0.248 0.427
C 1.911239 0.527962 -4.025187 -0.063 -0.177 -0.061
O 1.373286 1.330692 -1.850001 0.013 -0.232 -0.477
H 1.024463 -2.791761 -0.364016 0.142 0.085 -0.112
H 1.952432 -1.296121 -0.459761 0.033 -0.138 -0.038
H 2.693516 -2.799198 -1.016834 -0.205 -0.128 -0.019
H 0.554577 -2.753613 -2.701756 0.031 0.115 -0.001
H 2.040175 -1.897956 -3.076944 -0.167 0.023 0.027
H -1.163879 -1.740974 -3.142285 -0.061 0.172 -0.125
H -0.601501 -0.512278 -4.275994 0.067 0.030 0.112
H -1.356230 1.235716 -2.491125 -0.113 -0.094 -0.001
H -2.611762 0.386579 -3.416290 0.060 0.158 0.153
H -1.621054 -0.741204 -0.777642 -0.030 0.091 -0.109
H -3.636632 1.544979 -1.129715 -0.143 -0.281 0.048
H -2.277067 1.391970 -0.005751 -0.115 0.029 -0.203
H -2.902471 -1.855501 0.437118 -0.085 -0.183 -0.024
H -4.931180 -3.589994 0.703403 0.049 0.120 -0.083
H -4.891317 -3.533442 -1.077502 -0.121 -0.029 0.269
H -2.373774 -3.969073 -0.962533 -0.017 -0.032 0.110
H -2.528044 -4.123454 0.780484 -0.068 -0.100 -0.111
H -1.306579 -6.012282 -0.323951 -0.104 -0.109 -0.067
H -2.130973 -6.591977 1.119465 0.045 0.064 -0.140
H -2.230412 -7.941507 -1.638982 -0.154 -0.008 0.101
H -3.210407 -8.439541 -0.227582 0.060 0.068 -0.129
H -1.438092 -8.505904 -0.178519 -0.146 0.079 -0.034
H -2.310642 -5.321975 -2.682185 -0.119 0.029 0.038
H -3.857998 -4.508391 -3.032071 0.096 -0.103 0.071
H -3.591807 -6.159136 -3.596935 -0.024 0.118 0.143
H -3.152806 -2.192014 -2.219574 0.207 0.124 0.175
H 1.771402 -0.384228 -4.609656 0.060 0.155 0.057
H 2.981085 0.710143 -3.892520 -0.192 0.068 -0.092
H 1.465367 1.365421 -4.569912 0.126 -0.037 0.061
C 5.463393 -1.104878 0.423736 0.048 -0.076 -0.051
C 5.701826 0.093550 -0.482388 0.015 -0.064 0.071
C 4.690437 0.192930 -1.629461 0.062 0.110 0.101
C 4.765858 -0.939671 -2.551719 -0.014 -0.002 0.075
N 4.819428 -1.835716 -3.267702 -0.008 -0.037 -0.035
H 5.590818 -2.045988 -0.116699 -0.029 0.034 -0.061
H 6.164341 -1.094439 1.256044 -0.043 -0.022 0.035
H 4.457117 -1.082698 0.846139 0.014 -0.031 -0.002
H 6.715825 0.058828 -0.885496 -0.018 0.031 -0.050
H 5.624597 1.012999 0.102027 -0.010 0.010 -0.014
H 4.852215 1.109848 -2.198932 -0.028 -0.011 -0.045
H 3.674362 0.241430 -1.228311 0.034 -0.007 -0.049
C 2.285075 1.454071 1.194593 -0.068 -0.113 0.119
C 1.707860 0.993129 2.527359 -0.036 0.044 -0.153
C 2.651966 1.229421 3.707908 -0.265 -0.171 -0.008
C 3.866308 0.429757 3.581411 0.093 0.160 0.110
N 4.827173 -0.188750 3.470898 0.075 -0.088 0.022
H 3.196184 0.903709 0.941329 -0.001 0.035 0.083
H 1.567181 1.286498 0.395920 0.034 0.059 -0.045
H 2.526379 2.519374 1.218147 0.004 0.007 -0.007
H 1.453111 -0.068368 2.474219 -0.009 0.010 0.016
H 0.778496 1.529601 2.725898 0.012 -0.006 0.043
H 2.160099 0.961425 4.644534 0.063 -0.002 0.032
H 2.916061 2.282703 3.786103 0.042 -0.078 -0.018
C -3.578263 3.674847 -2.765540 0.015 -0.032 0.008
C -2.350468 4.482233 -3.164268 -0.133 -0.044 0.107
C -2.171255 4.554837 -4.684951 0.126 0.067 0.220
C -1.940986 3.222678 -5.243063 -0.163 0.018 -0.235
N -1.812363 2.166466 -5.675370 0.144 -0.064 0.103
H -3.507923 2.638706 -3.104175 -0.029 0.023 -0.041
H -3.692315 3.669646 -1.680549 -0.018 0.050 -0.014
H -4.486290 4.104649 -3.194549 -0.001 0.011 0.004
H -1.454322 4.043757 -2.718194 0.021 0.012 -0.018
H -2.452779 5.486155 -2.755230 0.133 -0.005 -0.164
H -1.328047 5.196572 -4.943921 0.019 -0.045 -0.028
H -3.057831 4.981267 -5.157958 -0.019 -0.053 -0.020
C -4.982568 5.318196 1.981594 -0.020 0.016 -0.014
C -5.752507 6.509554 1.424484 0.052 -0.095 0.097
C -5.783515 6.526510 -0.107987 -0.116 0.115 0.091
C -4.447212 6.678358 -0.681883 0.014 -0.165 -0.076
N -3.390387 6.760014 -1.123326 -0.064 0.167 0.107
H -3.934714 5.348330 1.678307 -0.001 0.000 -0.017
H -5.012273 5.316333 3.070643 0.006 -0.008 0.000
H -5.408740 4.375062 1.634254 0.012 -0.014 0.007
H -5.315600 7.441364 1.788160 -0.014 0.023 -0.033
H -6.784056 6.483022 1.779294 -0.013 0.009 -0.036
H -6.406704 7.344046 -0.474035 0.030 0.010 -0.016
H -6.216508 5.598123 -0.486418 0.054 -0.022 -0.022
C 2.711782 -3.932474 4.004081 -0.070 -0.042 0.025
C 3.139552 -5.287924 3.457712 -0.003 0.077 0.082
C 3.316942 -5.279102 1.935175 0.080 -0.129 0.083
C 2.059402 -5.005315 1.242125 0.016 0.110 -0.068
N 1.075170 -4.752884 0.707765 -0.101 -0.325 0.171
H 1.737930 -3.637874 3.606747 0.031 0.007 -0.008
H 2.631568 -3.964051 5.090612 -0.007 0.007 -0.008
H 3.435644 -3.159740 3.745524 0.037 0.064 -0.021
H 2.409094 -6.051235 3.732731 0.013 -0.018 -0.030
H 4.090696 -5.582859 3.903764 0.013 -0.016 -0.035
H 3.698755 -6.239507 1.584947 -0.033 0.005 -0.025
H 4.044490 -4.518307 1.642400 -0.049 0.033 -0.021
C 6.201686 5.427653 5.857470 0.001 -0.035 -0.006
C 6.161376 4.702729 4.518435 0.048 0.045 0.092
C 4.940266 5.085118 3.674333 0.149 -0.069 -0.035
C 3.685123 4.689544 4.312051 -0.098 0.124 -0.045
N 2.698046 4.364888 4.801386 0.069 0.063 0.043
H 5.339833 5.167941 6.473965 -0.013 0.013 -0.012
H 7.100097 5.159315 6.412379 -0.004 0.005 0.007
H 6.204339 6.510335 5.717954 -0.003 0.002 0.002
H 6.166665 3.622820 4.677806 -0.016 -0.006 -0.035
H 7.055622 4.941351 3.940336 -0.020 -0.002 -0.031
H 4.987645 4.604326 2.695278 -0.049 -0.012 0.007
H 4.915513 6.162608 3.500675 -0.033 0.008 0.034
```
Forces are in eV/Å.